The following is a DFT calculation (ωB97M-V with the def2-TZVPD basis set) of a cluster of 15 separate species, C60H165N15O15 in total at a distorted geometry.

Its lowest unoccupied orbital energy is 0.3 eV. The relative energy (zero: lowest compared OMol25 entry of this formula, charge and spin) is 6.653 eV. The calculation puts the orbital gap at 8.62 eV. Its net charge is 0. The value obtained for the HOMO energy is -8.36 eV. The strongest force on any atom comes out at 3.3 eV/A. As for the total energy: -4334.489055 hartree.

```
255
C60H165N15O15 (ωB97M-V with the def2-TZVPD basis set)
O 16.388 17.585 8.503
O 18.761 11.851 0.914
O 9.213 10.173 1.743
O 13.851 10.217 7.564
O 17.081 20.552 -3.063
O 19.865 18.323 -0.768
O 13.743 19.998 4.479
O 10.311 13.469 9.094
O 12.079 18.092 -0.871
O 8.281 14.404 -0.006
O 18.560 19.032 5.185
O 14.606 15.711 2.304
O 15.074 12.593 -4.792
O 12.499 13.036 -1.299
O 7.795 12.864 5.024
N 22.035 18.433 -3.769
N 15.295 19.937 11.213
N 15.252 10.655 0.728
N 8.308 11.510 11.647
N 16.627 19.173 0.359
N 4.884 12.954 4.663
N 17.010 20.110 7.312
N 16.499 12.769 -2.298
N 12.471 19.190 -4.517
N 12.787 8.718 5.014
N 13.003 10.405 2.584
N 10.900 16.402 1.765
N 17.301 20.448 3.102
N 12.967 13.464 3.479
N 9.474 13.098 -3.375
C 8.950 10.935 0.526
C 17.797 21.156 -0.306
C 9.119 10.648 9.627
C 11.699 13.314 9.404
C 13.383 14.321 5.645
C 11.185 13.514 -1.646
C 18.949 21.071 8.282
C 19.196 19.451 6.389
C 14.722 11.074 8.321
C 14.639 9.851 6.435
C 15.600 13.878 -4.206
C 10.800 12.703 -2.931
C 11.088 20.223 -2.857
C 17.016 18.343 11.467
C 9.387 13.247 10.138
C 14.118 8.638 5.616
C 15.998 20.763 3.790
C 12.227 17.943 -2.303
C 13.420 14.678 4.107
C 9.218 14.933 2.832
C 15.842 15.066 -2.045
C 15.527 13.789 -2.746
C 16.332 11.576 1.051
C 16.665 19.573 -2.086
C 21.297 18.871 -2.573
C 10.502 10.491 2.466
C 17.665 11.054 0.582
C 9.069 12.693 5.706
C 11.893 8.565 1.458
C 14.800 15.205 3.624
C 16.218 19.122 10.415
C 13.319 18.283 -0.197
C 4.761 15.124 5.704
C 16.279 11.816 2.532
C 20.084 11.286 0.746
C 20.493 17.799 -1.903
C 7.160 14.558 -0.931
C 15.800 16.089 1.688
C 15.034 8.148 4.444
C 16.628 20.214 -0.680
C 15.781 16.844 7.492
C 16.927 19.990 -4.353
C 11.791 12.844 -4.105
C 18.953 17.731 4.743
C 12.995 13.550 -0.098
C 15.508 21.984 2.996
C 14.937 12.510 -6.224
C 5.662 14.172 4.921
C 13.112 18.862 5.039
C 15.001 19.637 3.833
C 15.493 18.333 9.353
C 19.109 17.297 -0.141
C 12.286 19.294 -3.100
C 6.984 13.868 5.633
C 20.587 20.124 -2.951
C 9.009 15.581 0.293
C 18.337 20.587 6.992
C 9.349 11.761 10.669
C 11.819 10.077 1.791
C 9.998 15.293 1.502
H 15.883 7.627 4.888
H 8.037 10.593 0.040
H 13.184 18.377 0.880
H 14.189 13.672 5.989
H 16.668 19.647 1.250
H 14.673 22.452 3.517
H 15.000 14.753 -4.456
H 16.914 15.211 -2.179
H 9.382 14.102 -3.431
H 12.514 13.033 0.732
H 5.220 16.112 5.725
H 13.603 17.917 4.804
H 17.098 19.270 7.866
H 16.302 22.730 2.969
H 20.295 10.879 -0.243
H 7.465 11.827 11.189
H 18.432 16.967 5.320
H 12.190 9.310 5.573
H 9.935 14.947 3.653
H 12.156 18.699 4.540
H 12.682 8.487 0.709
H 9.782 10.902 -0.178
H 14.177 7.795 6.304
H 12.984 9.286 4.202
H 10.570 11.573 2.573
H 7.550 14.799 5.658
H 4.454 14.772 6.689
H 17.506 18.693 0.233
H 15.873 12.770 -6.720
H 15.399 8.903 3.748
H 10.128 19.875 -3.240
H 20.204 19.755 6.107
H 8.765 11.992 0.717
H 11.346 12.329 -4.956
H 6.780 13.614 -1.321
H 9.579 13.808 11.053
H 18.771 20.677 -0.413
H 22.530 19.257 -4.077
H 8.815 12.931 -2.628
H 18.868 17.781 0.805
H 21.255 20.902 -3.321
H 10.324 17.051 2.282
H 18.350 21.365 6.228
H 8.396 13.578 9.826
H 14.881 12.016 7.795
H 12.773 12.399 -3.950
H 15.926 19.622 -4.578
H 15.266 10.627 -0.282
H 10.888 20.494 -1.820
H 10.423 13.343 -0.885
H 17.797 17.689 11.078
H 7.447 15.079 -1.845
H 17.181 20.744 -5.098
H 16.589 14.117 -4.596
H 18.433 21.906 8.755
H 21.085 16.933 -1.609
H 15.635 19.923 12.164
H 14.834 19.207 2.846
H 14.126 13.100 -6.652
H 12.305 13.826 8.656
H 18.815 17.512 3.684
H 8.381 15.612 2.994
H 16.456 11.949 -2.886
H 12.808 14.604 0.110
H 8.907 12.419 6.749
H 17.821 10.053 0.984
H 15.294 15.908 -2.469
H 18.120 17.135 -0.569
H 8.446 12.228 12.343
H 11.635 18.859 -4.977
H 11.002 8.156 0.982
H 13.800 10.410 1.964
H 16.411 15.251 1.352
H 17.684 19.652 3.592
H 12.447 13.826 5.900
H 13.866 19.137 -0.596
H 14.883 18.927 8.674
H 15.590 18.964 4.458
H 11.969 13.805 10.339
H 11.944 13.868 -4.444
H 13.834 17.339 -0.377
H 16.986 19.728 9.933
H 5.485 12.159 4.500
H 11.201 14.575 -1.897
H 15.492 14.376 3.771
H 16.346 12.513 -1.333
H 18.018 21.159 3.139
H 11.253 16.902 0.961
H 14.754 17.643 9.761
H 5.800 14.588 3.923
H 14.459 19.381 11.317
H 17.710 10.761 -0.467
H 20.000 17.556 4.992
H 12.047 12.283 9.342
H 19.631 16.360 0.057
H 13.130 11.351 2.916
H 15.659 19.206 -2.290
H 16.528 10.947 3.142
H 15.273 12.182 2.736
H 13.266 19.702 -2.852
H 13.112 13.694 2.507
H 10.498 10.078 3.475
H 12.129 7.939 2.319
H 15.798 14.922 -0.965
H 15.294 21.723 1.959
H 20.082 20.526 -2.072
H 14.514 7.354 3.908
H 17.693 19.256 -4.605
H 14.572 11.485 -6.293
H 17.013 12.583 2.777
H 15.192 16.031 4.217
H 13.651 15.227 6.187
H 6.764 13.560 6.655
H 20.293 10.554 1.526
H 15.223 17.521 6.845
H 6.343 15.187 -0.578
H 8.728 13.960 2.851
H 9.502 15.995 -0.586
H 12.698 15.453 3.853
H 15.481 9.724 1.045
H 13.037 18.955 6.122
H 16.217 12.585 0.656
H 15.621 10.602 8.716
H 11.974 13.603 3.595
H 16.578 19.940 6.415
H 17.744 21.570 0.701
H 8.186 16.211 0.633
H 9.694 13.585 5.663
H 13.183 18.510 -4.746
H 20.795 12.111 0.793
H 8.144 10.617 9.139
H 22.041 19.119 -1.816
H 17.453 18.983 12.233
H 15.071 16.154 7.947
H 9.879 10.779 8.857
H 4.352 12.747 5.496
H 10.601 14.452 1.159
H 16.464 16.274 6.863
H 11.275 17.582 -2.692
H 9.377 9.677 10.048
H 16.322 17.777 12.089
H 19.829 19.916 -3.706
H 11.964 10.587 0.839
H 15.677 20.741 -0.607
H 9.619 11.964 5.109
H 15.591 16.661 0.784
H 19.991 21.356 8.136
H 14.025 13.212 0.013
H 17.403 18.771 -2.079
H 19.004 20.301 9.051
H 19.232 18.644 7.121
H 16.277 21.018 4.812
H 15.662 9.569 6.683
H 17.679 21.992 -0.995
H 14.558 13.451 -2.380
H 22.749 17.790 -3.457
H 12.849 17.087 -2.564
H 3.861 15.262 5.104
H 10.307 11.565 11.150
H 10.860 11.656 -2.636
H 14.171 11.354 9.218
H 14.684 10.627 5.672
H 16.389 16.746 2.328
H 19.763 17.384 -2.598
H 11.241 21.210 -3.291
```

Mulliken atomic charge list, values in e, 5 entries: -0.58, -0.32, -0.47, -0.28, -0.49